[1]
{"formula": "C45H46InN2O5P2S", "method": "the ωB97M-V functional and the def2-TZVPD basis", "lumo_energy_ev": 1.85, "homo_ev": -5.185, "energy_ev": -95218.34040, "homo_lumo_gap_ev": 7.04, "charge": -1, "species": ["In", "C", "C", "C", "C", "C", "C", "C", "H", "H", "H", "H", "H", "H", "H", "H", "O", "C", "O", "C", "C", "C", "N", "C", "C", "C", "O", "O", "H", "H", "H", "C", "S", "C", "C", "C", "N", "P", "C", "C", "C", "C", "C", "C", "C", "C", "C", "C", "C", "C", "P", "C", "C", "C", "C", "C", "C", "C", "C", "C", "C", "C", "C", "H", "H", "H", "H", "H", "H", "H", "H", "H", "H", "H", "H", "H", "H", "H", "H", "H", "H", "H", "H", "H", "H", "H", "H", "H", "H", "H", "H", "H", "C", "O", "C", "C", "H", "H", "H", "H", "H", "H"], "coordinates": [[0.826, 0.684, -2.076], [1.881, -1.657, -5.421], [2.748, -1.524, -4.196], [2.627, -2.409, -3.128], [3.386, -2.248, -1.976], [4.284, -1.195, -1.876], [4.433, -0.321, -2.946], [3.673, -0.486, -4.094], [2.480, -1.617, -6.332], [1.156, -0.840, -5.461], [1.326, -2.595, -5.410], [1.927, -3.235, -3.197], [3.274, -2.946, -1.155], [4.871, -1.061, -0.975], [5.144, 0.495, -2.885], [3.799, 0.199, -4.926], [5.050, 6.778, -2.016], [3.856, 6.751, -2.385], [3.101, 7.650, -2.794], [3.202, 5.345, -2.299], [3.987, 4.226, -2.052], [3.385, 2.987, -1.966], [2.069, 2.811, -2.109], [1.302, 3.882, -2.351], [1.834, 5.157, -2.457], [-0.197, 3.628, -2.490], [-0.934, 4.570, -2.745], [-0.572, 2.404, -2.309], [5.054, 4.354, -1.919], [3.960, 2.089, -1.759], [1.191, 6.002, -2.659], [-3.177, -1.842, 4.909], [-3.547, -0.078, 4.726], [-1.868, 0.613, 4.561], [-1.404, 0.792, 3.122], [-1.345, -0.551, 2.410], [-0.575, -0.570, 1.155], [1.139, -0.264, 1.136], [1.609, -0.795, 2.847], [1.784, -2.170, 3.019], [2.199, -2.697, 4.233], [2.470, -1.847, 5.298], [2.304, -0.478, 5.142], [1.875, 0.045, 3.928], [1.339, 1.554, 1.234], [0.346, 2.484, 0.948], [0.649, 3.839, 0.866], [1.947, 4.279, 1.071], [2.951, 3.357, 1.346], [2.653, 2.006, 1.408], [-0.966, -1.767, -0.061], [-1.917, -3.021, 0.911], [-3.280, -2.951, 1.201], [-3.906, -3.970, 1.906], [-3.180, -5.073, 2.338], [-1.824, -5.159, 2.056], [-1.204, -4.142, 1.340], [-2.361, -0.962, -1.026], [-3.551, -1.711, -1.733], [-4.867, -1.043, -1.695], [-5.037, 0.204, -1.246], [-3.921, 0.955, -0.703], [-2.708, 0.405, -0.581], [-4.118, -2.331, 5.155], [-2.470, -1.992, 5.725], [-2.784, -2.265, 3.985], [-1.189, -0.049, 5.104], [-1.895, 1.574, 5.073], [-0.422, 1.261, 3.136], [-2.087, 1.464, 2.595], [-2.364, -0.845, 2.176], [-0.937, -1.296, 3.103], [1.594, -2.830, 2.177], [2.326, -3.767, 4.347], [2.819, -2.250, 6.241], [2.513, 0.191, 5.969], [1.754, 1.116, 3.823], [-0.672, 2.161, 0.779], [-0.129, 4.549, 0.613], [2.186, 5.332, 0.987], [3.972, 3.696, 1.481], [3.444, 1.285, 1.593], [-3.856, -2.089, 0.882], [-4.965, -3.903, 2.124], [-3.671, -5.863, 2.893], [-1.254, -6.019, 2.385], [-0.148, -4.213, 1.099], [-3.625, -2.786, -1.600], [-5.719, -1.640, -2.000], [-6.025, 0.651, -1.235], [-4.091, 1.962, -0.342], [-1.929, 0.949, -0.069], [-3.143, 0.606, -3.879], [-2.173, -0.389, -3.551], [-2.333, -1.315, -2.519], [-1.471, -2.500, -2.911], [-3.119, 1.434, -3.174], [-4.141, 0.178, -3.949], [-2.846, 0.979, -4.857], [-1.788, -2.840, -3.899], [-1.570, -3.327, -2.204], [-0.423, -2.201, -2.961]]}

[2]
{"formula": "C45H48BrIrN5O6P4Se2Te", "method": "the ωB97M-V functional and the def2-TZVPD basis", "lumo_energy_ev": [-4.31, -4.31], "homo_ev": [-9.355, -9.355], "relative_energy_kj_mol": 153.2, "energy_ev": -315201.18382, "homo_lumo_gap_ev": [5.05, 5.05], "charge": 1, "species": ["Ir", "Br", "C", "C", "C", "C", "C", "C", "N", "C", "C", "C", "C", "C", "C", "N", "H", "H", "H", "H", "H", "H", "H", "H", "H", "Se", "P", "C", "C", "C", "C", "C", "C", "C", "C", "C", "C", "C", "C", "C", "C", "N", "N", "N", "P", "Se", "C", "C", "C", "C", "C", "C", "C", "C", "C", "C", "C", "C", "H", "H", "H", "H", "H", "H", "H", "H", "H", "H", "H", "H", "H", "H", "H", "H", "H", "H", "H", "H", "C", "O", "P", "O", "C", "O", "C", "H", "H", "H", "H", "H", "H", "H", "H", "H", "C", "C", "O", "P", "O", "Te", "O", "C", "C", "H", "H", "H", "H", "H", "H", "H", "H", "H", "H"], "coordinates": [[0.408, 0.171, 0.282], [-0.648, -6.726, 2.770], [-0.530, -4.855, 2.530], [-0.432, -4.023, 3.635], [-0.365, -2.655, 3.457], [-0.387, -2.101, 2.174], [-0.480, -2.960, 1.073], [-0.557, -4.326, 1.248], [-0.345, -0.718, 1.933], [-0.801, 0.147, 2.788], [-0.999, 1.492, 2.359], [-1.623, 2.463, 3.141], [-1.886, 3.702, 2.601], [-1.540, 3.949, 1.277], [-0.911, 2.948, 0.559], [-0.621, 1.772, 1.090], [-0.406, -4.445, 4.630], [-0.269, -2.020, 4.330], [-0.536, -2.533, 0.077], [-0.647, -4.983, 0.394], [-1.149, -0.173, 3.762], [-1.912, 2.205, 4.151], [-2.376, 4.469, 3.186], [-1.760, 4.898, 0.812], [-0.626, 3.095, -0.474], [-6.278, -1.264, -3.423], [-5.659, -0.889, -1.425], [-6.142, -2.216, -0.276], [-5.972, -2.042, 1.099], [-6.414, -3.024, 1.971], [-7.013, -4.177, 1.480], [-7.170, -4.352, 0.114], [-6.738, -3.370, -0.767], [-6.496, 0.621, -0.873], [-6.024, 1.849, -1.325], [-6.719, 3.006, -1.017], [-7.888, 2.938, -0.271], [-8.367, 1.712, 0.162], [-7.676, 0.548, -0.143], [-3.912, -0.556, -1.049], [-2.593, -0.718, -1.497], [-1.819, -0.200, -0.498], [-2.598, 0.212, 0.484], [-3.842, 0.014, 0.179], [-1.760, -1.270, -3.002], [0.350, -1.240, -2.721], [-2.294, -0.120, -4.297], [-3.456, -0.372, -5.016], [-3.928, 0.577, -5.909], [-3.217, 1.750, -6.114], [-2.032, 1.979, -5.426], [-1.571, 1.051, -4.506], [-2.318, -2.945, -3.418], [-3.489, -3.488, -2.901], [-3.847, -4.790, -3.214], [-3.034, -5.553, -4.037], [-1.863, -5.015, -4.555], [-1.503, -3.715, -4.246], [-5.504, -1.142, 1.472], [-6.301, -2.886, 3.039], [-7.365, -4.936, 2.166], [-7.642, -5.248, -0.266], [-6.878, -3.489, -1.835], [-5.124, 1.896, -1.927], [-6.357, 3.964, -1.370], [-8.432, 3.844, -0.036], [-9.287, 1.659, 0.730], [-8.061, -0.411, 0.178], [-3.984, -1.303, -4.874], [-4.857, 0.399, -6.435], [-3.582, 2.488, -6.817], [-1.467, 2.884, -5.606], [-0.652, 1.219, -3.956], [-4.129, -2.898, -2.266], [-4.761, -5.206, -2.811], [-3.314, -6.570, -4.278], [-1.232, -5.610, -5.202], [-0.590, -3.287, -4.642], [2.990, -1.876, 2.617], [2.589, -2.328, 1.322], [2.209, -1.337, 0.112], [3.504, -0.413, -0.042], [4.789, -0.977, -0.358], [2.474, -2.325, -1.104], [2.149, -3.720, -1.171], [3.592, -2.671, 3.051], [2.120, -1.698, 3.249], [3.587, -0.965, 2.547], [5.523, -0.439, 0.240], [4.983, -0.837, -1.419], [4.822, -2.039, -0.122], [1.134, -3.840, -1.552], [2.242, -4.187, -0.192], [2.858, -4.164, -1.865], [2.530, 5.028, -2.793], [1.424, 4.362, -1.999], [1.932, 3.800, -0.766], [2.331, 2.256, -0.655], [1.300, 1.377, -1.303], [2.560, 1.982, 1.705], [3.674, 2.100, -1.489], [4.863, 2.790, -1.056], [5.933, 2.601, -2.108], [2.116, 5.516, -3.674], [3.263, 4.291, -3.118], [3.028, 5.778, -2.178], [0.936, 3.580, -2.585], [0.677, 5.096, -1.696], [5.182, 2.377, -0.094], [4.641, 3.851, -0.912], [6.170, 1.544, -2.221], [6.834, 3.138, -1.815], [5.589, 2.982, -3.069]]}

[3]
{"formula": "C45H48Ge2N2O3PReSSe2", "method": "the ωB97M-V functional and the def2-TZVPD basis", "lumo_energy_ev": [-6.00, -6.76], "homo_ev": [-12.942, -12.928], "relative_energy_kj_mol": 147.3, "energy_ev": -322531.99886, "spin_multiplicity": 3, "homo_lumo_gap_ev": [6.94, 6.17], "s2": 2.019, "charge": 2, "species": ["Re", "C", "Se", "C", "C", "Se", "C", "H", "H", "H", "H", "H", "H", "H", "H", "H", "H", "O", "C", "O", "C", "C", "C", "C", "C", "C", "P", "C", "C", "C", "C", "C", "C", "C", "C", "C", "C", "C", "C", "H", "H", "H", "H", "H", "H", "H", "H", "H", "H", "H", "H", "H", "H", "O", "S", "N", "N", "C", "C", "C", "C", "C", "C", "C", "H", "H", "H", "H", "H", "C", "Ge", "C", "C", "Ge", "C", "C", "C", "C", "C", "C", "C", "C", "C", "C", "C", "C", "H", "H", "H", "H", "H", "H", "H", "H", "H", "H", "H", "H", "H", "H", "H", "H", "H", "H", "H"], "coordinates": [[-0.003, -0.332, -0.374], [2.173, 1.187, -2.697], [2.239, -0.334, -1.490], [3.629, 0.296, -0.254], [4.693, -0.780, -0.113], [3.966, -2.554, 0.287], [4.315, -2.554, 2.202], [2.001, 2.094, -2.128], [1.357, 1.004, -3.393], [3.122, 1.222, -3.222], [3.142, 0.542, 0.687], [4.030, 1.210, -0.690], [5.394, -0.525, 0.682], [5.254, -0.886, -1.038], [5.386, -2.542, 2.376], [3.894, -3.474, 2.601], [3.844, -1.700, 2.679], [-3.021, 0.116, -1.497], [-2.642, -0.545, -0.463], [-1.998, -0.047, 0.509], [-3.066, -1.980, -0.432], [-4.351, -2.332, -0.044], [-4.732, -3.665, -0.092], [-3.839, -4.639, -0.525], [-2.555, -4.286, -0.905], [-2.164, -2.950, -0.863], [-0.529, -2.432, -1.439], [0.575, -3.784, -0.972], [0.646, -4.131, 0.380], [1.473, -5.160, 0.793], [2.245, -5.843, -0.140], [2.163, -5.518, -1.485], [1.326, -4.492, -1.907], [-0.624, -2.367, -3.232], [-1.852, -2.529, -3.867], [-1.934, -2.414, -5.247], [-0.800, -2.133, -5.992], [0.430, -1.976, -5.362], [0.518, -2.084, -3.986], [-5.051, -1.574, 0.287], [-5.734, -3.944, 0.207], [-4.149, -5.675, -0.571], [-1.854, -5.043, -1.236], [0.035, -3.607, 1.104], [1.506, -5.443, 1.838], [2.904, -6.639, 0.183], [2.743, -6.071, -2.213], [1.253, -4.261, -2.960], [-2.747, -2.735, -3.296], [-2.891, -2.536, -5.738], [-0.871, -2.031, -7.068], [1.318, -1.771, -5.946], [1.479, -1.962, -3.502], [-1.433, 0.452, -3.545], [-1.800, 1.311, -2.449], [-0.588, 1.299, -1.367], [0.547, -1.126, 1.396], [0.666, -1.092, 2.543], [0.811, -1.055, 3.954], [1.800, -0.234, 4.511], [1.904, -0.145, 5.884], [1.033, -0.870, 6.693], [0.053, -1.685, 6.135], [-0.071, -1.778, 4.763], [2.464, 0.327, 3.864], [2.661, 0.488, 6.327], [1.117, -0.796, 7.770], [-0.617, -2.248, 6.772], [-0.836, -2.401, 4.316], [-2.028, 4.617, 2.468], [-2.360, 2.824, 1.765], [-4.197, 2.631, 1.155], [-1.900, 1.539, 3.164], [-0.849, 2.855, -0.183], [0.981, 3.128, 0.460], [1.364, 2.594, 1.694], [2.648, 2.806, 2.192], [3.565, 3.541, 1.453], [3.196, 4.078, 0.223], [1.910, 3.880, -0.265], [-1.339, 4.204, -1.518], [-2.355, 5.115, -1.241], [-2.782, 6.018, -2.209], [-2.204, 6.011, -3.468], [-1.187, 5.108, -3.760], [-0.762, 4.210, -2.794], [-2.656, 4.778, 3.348], [-2.269, 5.389, 1.736], [-0.984, 4.734, 2.763], [-4.860, 2.913, 1.976], [-4.421, 1.604, 0.868], [-4.397, 3.286, 0.308], [-2.760, 1.465, 3.835], [-1.048, 1.894, 3.746], [-1.695, 0.550, 2.760], [0.644, 2.040, 2.291], [2.925, 2.431, 3.171], [4.560, 3.717, 1.844], [3.905, 4.673, -0.340], [1.617, 4.347, -1.199], [-2.823, 5.130, -0.264], [-3.572, 6.722, -1.978], [-2.542, 6.708, -4.224], [-0.724, 5.108, -4.739], [0.036, 3.514, -3.041]]}

[4]
{"formula": "C45H49BBrF5N4O3", "method": "the ωB97M-V functional and the def2-TZVPD basis", "lumo_energy_ev": -0.33, "homo_ev": -8.733, "energy_ev": -143864.99340, "homo_lumo_gap_ev": 8.41, "species": ["C", "C", "O", "B", "O", "C", "C", "N", "N", "C", "C", "C", "C", "C", "N", "C", "Br", "C", "C", "N", "C", "C", "C", "O", "H", "H", "H", "H", "H", "H", "H", "H", "H", "H", "H", "H", "H", "H", "H", "H", "H", "H", "H", "H", "H", "H", "H", "H", "F", "C", "C", "C", "C", "C", "C", "H", "H", "H", "H", "H", "F", "C", "C", "C", "C", "C", "C", "H", "H", "H", "H", "H", "F", "C", "C", "C", "C", "C", "C", "H", "H", "H", "H", "H", "F", "C", "C", "C", "C", "C", "C", "H", "H", "H", "H", "H", "F", "C", "C", "C", "C", "C", "C", "H", "H", "H", "H", "H"], "coordinates": [[0.346, -2.148, 1.625], [0.610, -1.946, 0.056], [-0.511, -1.176, -0.468], [-0.153, -0.545, -1.717], [-0.077, -1.403, -2.845], [0.072, 1.056, -1.720], [0.421, 1.420, -0.177], [0.944, 1.858, 0.796], [1.130, 1.474, -2.646], [2.302, 0.904, -2.543], [3.436, 1.285, -1.465], [2.808, -0.194, -3.597], [-1.284, 1.947, -2.039], [-0.934, 2.627, -3.470], [-0.623, 3.152, -4.483], [-2.586, 1.141, -2.363], [-3.879, 2.441, -3.222], [-3.397, 0.406, -1.225], [-3.998, -0.952, -1.845], [-1.292, 3.066, -1.102], [-2.394, 3.250, -0.164], [-0.756, 4.337, -1.579], [0.803, 4.708, -1.608], [-1.520, 5.261, -1.930], [-0.056, -1.154, 2.008], [-0.461, -2.931, 1.791], [1.305, -2.404, 2.191], [1.569, -1.321, -0.020], [0.719, -2.946, -0.467], [-0.269, -0.928, -3.680], [4.438, 0.841, -1.764], [3.141, 1.029, -0.405], [3.562, 2.419, -1.574], [2.658, -1.191, -3.046], [3.917, -0.112, -3.799], [2.158, -0.231, -4.519], [-2.432, 0.388, -3.211], [-4.228, 1.054, -0.808], [-2.688, 0.109, -0.391], [-3.188, -1.723, -2.033], [-4.709, -1.358, -1.053], [-4.528, -0.781, -2.835], [-3.421, 3.479, -0.577], [-2.134, 4.119, 0.534], [-2.447, 2.337, 0.527], [1.001, 5.369, -0.698], [1.418, 3.771, -1.486], [1.035, 5.277, -2.557], [3.390, 5.205, -0.965], [3.880, 6.182, -0.184], [4.011, 5.952, 1.174], [4.518, 6.954, 1.990], [4.880, 8.181, 1.440], [4.740, 8.402, 0.073], [4.241, 7.394, -0.747], [3.715, 4.994, 1.586], [4.630, 6.779, 3.053], [5.272, 8.965, 2.080], [5.019, 9.359, -0.355], [4.133, 7.545, -1.814], [-1.216, -4.090, 3.623], [-1.981, -5.117, 3.214], [-2.187, -6.191, 4.064], [-2.982, -7.252, 3.641], [-3.552, -7.230, 2.372], [-3.333, -6.148, 1.526], [-2.547, -5.082, 1.950], [-1.728, -6.194, 5.045], [-3.156, -8.095, 4.301], [-4.168, -8.060, 2.042], [-3.775, -6.134, 0.536], [-2.374, -4.227, 1.307], [-6.299, -6.336, 2.356], [-6.628, -5.452, 3.315], [-7.909, -5.470, 3.843], [-8.248, -4.560, 4.837], [-7.308, -3.636, 5.284], [-6.027, -3.626, 4.742], [-5.682, -4.542, 3.755], [-8.630, -6.191, 3.476], [-9.245, -4.569, 5.263], [-7.575, -2.924, 6.057], [-5.296, -2.903, 5.088], [-4.687, -4.554, 3.329], [3.523, 5.795, 4.894], [3.294, 4.469, 4.902], [4.051, 3.654, 5.726], [3.810, 2.285, 5.736], [2.823, 1.747, 4.915], [2.072, 2.575, 4.087], [2.304, 3.947, 4.084], [4.821, 4.090, 6.352], [4.392, 1.637, 6.383], [2.639, 0.677, 4.922], [1.307, 2.154, 3.445], [1.724, 4.609, 3.452], [5.077, -1.534, -5.782], [4.271, -2.432, -6.372], [4.053, -3.655, -5.759], [3.215, -4.583, -6.368], [2.614, -4.282, -7.586], [2.845, -3.052, -8.194], [3.674, -2.119, -7.581], [4.536, -3.876, -4.815], [3.031, -5.541, -5.893], [1.964, -5.008, -8.062], [2.379, -2.819, -9.145], [3.858, -1.153, -8.036]]}